This record from the Open Molecules 2025 dataset describes the molecule C4H6O. The level of theory is wB97M-V/def2-TZVPD.

## Properties
LUMO level (alpha / beta)	-0.4 / -0.7	eV
energy above the lowest of the compared OMol25 structures with the same formula, charge and spin	110.2	kcal per mole
calculated total energy	-6287.1403	eV
orbital gap (alpha / beta)	7.6 / 7.7	eV

```
11
C4H6O (wB97M-V/def2-TZVPD)
O -1.951 -1.037 0.767
C -0.917 -0.710 -0.130
C -0.181 0.522 0.275
C 1.060 0.846 -0.192
C 2.179 0.529 -0.888
H -1.538 -1.237 1.616
H -0.184 -1.519 -0.276
H -1.402 -0.542 -1.103
H 0.708 1.869 -0.463
H -0.759 1.302 0.772
H 2.983 -0.021 -0.378
```


This record from the Open Molecules 2025 dataset describes a 6-piece molecular cluster, C33H25BNO23 overall. The level of theory is wB97M-V/def2-TZVPD.

## Properties
LUMO level	-0.8	eV
net charge	-1
calculated total energy	-83886.0299	eV
orbital gap	4.0	eV

```
83
C33H25BNO23 (wB97M-V/def2-TZVPD)
O -11.120 -2.269 -7.263
C -9.973 -1.985 -7.243
N -8.812 -1.696 -7.221
B -8.409 -1.091 -5.810
O -7.011 -0.677 -5.642
C -7.098 0.105 -4.467
C -8.591 0.665 -4.441
O -9.096 0.220 -5.702
H -8.802 -1.863 -4.934
H -6.492 1.008 -4.465
H -6.934 -0.628 -3.679
H -9.247 0.173 -3.725
H -8.649 1.745 -4.532
C -7.599 -1.982 0.529
C -7.142 -2.283 1.749
C -5.675 -2.367 2.046
O -5.332 -2.628 3.187
C -4.736 -2.138 0.960
C -5.191 -1.839 -0.265
C -6.657 -1.728 -0.558
O -6.990 -1.436 -1.684
O -4.385 -1.619 -1.298
O -7.952 -2.526 2.782
H -8.654 -1.916 0.303
H -3.682 -2.217 1.181
H -4.969 -1.424 -2.060
H -7.364 -2.713 3.536
C -1.614 0.779 -0.453
C -0.848 1.784 -0.897
C 0.629 1.830 -0.619
O 1.285 2.759 -1.055
C 1.213 0.758 0.172
C 0.445 -0.241 0.615
C -1.022 -0.302 0.320
O -1.658 -1.249 0.740
O 0.935 -1.244 1.345
O -1.345 2.792 -1.609
H -2.676 0.730 -0.649
H 2.272 0.806 0.384
H 0.178 -1.830 1.533
H -0.597 3.376 -1.821
C 3.552 -0.580 3.343
C 3.977 -0.891 4.573
C 5.436 -1.016 4.895
O 5.757 -1.285 6.037
C 6.399 -0.812 3.820
C 5.973 -0.502 2.591
C 4.516 -0.354 2.277
O 4.193 -0.054 1.143
O 6.815 -0.305 1.577
O 3.143 -1.110 5.585
H 2.505 -0.484 3.095
H 7.447 -0.921 4.059
H 6.256 -0.092 0.806
H 3.705 -1.313 6.355
C 7.589 -6.128 -0.728
C 8.467 -5.275 -1.270
C 8.508 -3.827 -0.877
O 9.344 -3.111 -1.395
C 7.541 -3.356 0.102
C 6.662 -4.206 0.640
C 6.635 -5.658 0.268
O 5.820 -6.379 0.810
O 5.758 -3.815 1.534
O 9.357 -5.647 -2.184
H 7.552 -7.173 -1.003
H 7.563 -2.309 0.369
H 5.244 -4.612 1.762
H 9.865 -4.845 -2.403
C 1.049 7.776 -0.081
C 1.127 6.441 -0.006
C 1.767 5.751 1.160
O 1.770 4.539 1.162
C 2.346 6.572 2.216
C 2.272 7.905 2.138
C 1.603 8.595 0.985
O 1.558 9.811 0.991
O 2.780 8.708 3.070
O 0.656 5.635 -0.948
H 0.588 8.284 -0.916
H 2.820 6.064 3.044
H 2.587 9.615 2.770
H 0.863 4.722 -0.653
```